Here is a structure of composition C34H51BFN6O3V from the Open Molecules 2025 dataset. Energies are from ωB97M-V with the def2-TZVPD basis set.

Atoms and positions in Å:
H -1.42 0.67 3.11
H 4.95 -0.60 1.85
O -1.93 -0.21 -0.87
H 1.40 5.13 0.43
C -5.20 -1.66 -0.72
N 2.67 0.04 -1.17
C 3.86 3.45 0.41
H 4.70 -2.17 2.64
H 4.34 3.02 1.30
H -1.83 -0.87 2.36
N 0.86 -0.31 1.89
C 0.15 -1.78 -4.18
H -2.06 1.93 -0.56
H -1.28 0.50 -4.56
H 4.36 3.04 -0.46
C -1.88 -4.45 0.95
C 2.90 -1.14 2.20
C -0.77 -5.25 0.85
H 4.39 -1.99 0.91
H 1.54 -2.99 -0.02
H -5.30 -2.10 -1.72
N 0.51 1.97 0.27
C 0.18 3.25 0.31
N 1.88 1.93 0.33
H 1.31 -5.40 0.42
C -4.95 0.69 -1.56
H 5.74 -0.47 -2.45
C -2.97 -0.77 -1.45
H -0.86 -0.33 5.92
C 0.87 -0.94 3.04
H 4.02 4.53 0.42
H -2.51 4.94 1.60
F -0.89 -6.59 1.09
H -0.90 0.44 -2.84
H 5.43 0.65 -1.13
C -1.74 -3.08 0.70
H -5.13 0.38 -2.60
C 0.56 -3.36 0.26
H -5.89 0.96 -1.09
H 0.45 -0.01 -6.27
C 2.39 3.17 0.39
H -1.50 -2.57 4.91
C -4.30 -0.44 -0.77
H 0.22 -2.97 4.75
H 0.22 0.77 5.04
C -1.57 -0.39 3.30
H 5.30 -1.07 -0.86
C -0.52 -2.46 0.36
C 3.68 -0.24 -2.01
H -3.25 3.02 0.16
H 2.46 -2.08 4.13
N 1.47 0.05 -1.83
C 2.15 -1.49 3.29
H -2.42 -0.51 3.98
H -0.12 1.66 -3.86
H 2.02 -0.69 -5.83
C -0.63 -2.50 4.25
H -1.31 4.05 -1.86
H -2.64 -2.47 0.78
H -0.58 -1.91 -4.99
C 1.25 0.02 -5.51
C -2.24 2.62 0.27
H -4.79 -2.41 -0.05
H -3.22 0.39 0.58
H -0.72 5.46 -0.97
C 4.32 -1.49 1.88
H -1.26 4.02 2.46
C -1.47 4.60 1.56
C 1.34 4.06 0.39
H -2.84 -4.89 1.21
O -2.92 -1.44 -2.45
B 2.69 0.61 0.27
C 5.11 -0.28 -1.58
H -4.30 1.57 -1.57
C -1.24 3.76 0.30
H -0.36 -2.04 -3.25
C 1.75 -0.24 -3.09
H -2.45 5.06 -0.95
H 1.69 1.02 -5.52
H 3.67 -0.67 -4.17
H 3.84 0.83 0.56
H -0.84 -3.07 3.34
C 0.46 -4.74 0.50
C -1.44 4.64 -0.94
C -0.34 -1.03 3.94
H -6.19 -1.37 -0.35
O -4.10 -0.02 0.58
H -0.83 5.49 1.57
N 2.13 -0.42 1.35
H 0.97 -2.48 -4.34
C 3.14 -0.44 -3.26
C -0.48 0.62 -3.83
H 0.86 -0.73 5.74
C -0.01 -0.28 5.24
C 0.67 -0.34 -4.15
V -0.26 -0.36 0.11
H -2.21 2.02 1.19

Summary:
ΔE to the lowest compared entry with this formula, charge and spin = 41.3 kJ/mol
lowest unoccupied orbital energy (alpha / beta) = 2.4 / 2.4 eV
total charge = -1
spin multiplicity = 4
orbital gap (alpha / beta) = 6.15 / 7.82 eV
E_HOMO (alpha / beta) = -3.74 / -5.42 eV



Here is a structure of composition C2H15FeO6 from the Open Molecules 2025 dataset. Energies are from ωB97M-V with the def2-TZVPD basis set.

Atoms and positions in Å:
H 4.17 27.13 27.95
H 9.61 23.83 22.46
C 5.89 26.08 26.63
H 10.43 25.47 24.96
H 4.72 27.90 26.58
H 5.85 26.21 22.21
O 9.70 24.89 25.18
H 7.41 22.60 24.02
H 5.82 27.81 27.93
O 8.83 24.38 22.48
H 6.34 25.48 27.42
O 8.70 27.17 23.48
H 6.47 23.26 25.00
O 6.87 26.53 25.70
H 8.85 27.66 22.68
H 10.06 24.28 25.82
O 6.40 25.51 22.56
H 6.31 24.79 21.94
H 5.24 25.35 26.17
H 9.29 27.56 24.12
H 8.60 24.50 21.56
C 5.09 27.23 27.37
O 7.28 23.40 24.52
Fe 7.83 25.37 24.08

Summary:
ΔE to the lowest compared entry with this formula, charge and spin = 63.2 kJ/mol
lowest unoccupied orbital energy (alpha / beta) = -3.8 / -3.8 eV
total charge = +1
spin multiplicity = 5
orbital gap (alpha / beta) = 6.94 / 6.81 eV
E_HOMO (alpha / beta) = -10.70 / -10.57 eV



Here is a cluster of 2 separate species, C7H6INO4 in total from the Open Molecules 2025 dataset. Energies are from ωB97M-V with the def2-TZVPD basis set.

Atoms and positions in Å:
H -2.13 0.55 3.82
C 0.31 -1.28 1.04
C -2.39 0.83 2.74
C -0.53 1.57 -1.26
H -0.09 -3.15 0.26
H -0.92 3.74 -1.37
O -2.34 1.91 2.30
C -0.70 2.87 -0.89
H -0.71 1.09 -2.16
C 0.77 -2.64 0.49
I -3.21 -0.76 1.57
C 0.05 0.88 -0.01
H 1.37 -2.47 -0.47
N 0.33 1.66 0.96
O 0.23 -0.39 -0.10
O 0.07 4.05 1.11
O -0.23 -1.03 2.06
C -0.08 2.99 0.53
H 1.25 -3.28 1.27

Summary:
structure (SMILES) = CC(=O)OC1=NC(=O)C=C1.O=CI
ΔE to the lowest compared entry with this formula, charge and spin = 0.0 kJ/mol
lowest unoccupied orbital energy = -0.7 eV
orbital gap = 9.13 eV
E_HOMO = -9.79 eV